{
  "formula": "C6H11N",
  "method": "the ωB97M-V functional and the def2-TZVPD basis",
  "de_lowest_kcal_mol": 46.1,
  "e_homo_ha": -0.3174,
  "homo_lumo_gap_ev": 9.36,
  "species": ["C", "C", "C", "C", "C", "N", "C", "H", "H", "H", "H", "H", "H", "H", "H", "H", "H", "H"],
  "positions_angstrom": [[-1.32714, 1.38809, 1.91460], [-0.55903, 1.97524, 0.71303], [0.55320, 1.10001, 0.19208], [0.10725, -0.26306, -0.19959], [0.66559, -1.05966, -1.10530], [0.22382, -2.34786, -1.37120], [0.91537, -3.24590, -1.92780], [-1.85166, 2.19942, 2.40965], [-0.61512, 0.88808, 2.57452], [-2.06199, 0.67641, 1.54049], [-0.18739, 2.97951, 0.90634], [-1.31846, 2.05952, -0.07514], [1.35053, 0.98947, 0.94470], [1.08538, 1.58274, -0.63492], [-0.68939, -0.81159, 0.30518], [1.52355, -0.69164, -1.68832], [1.55996, -3.15091, -2.81231], [0.62553, -4.26787, -1.68601]],
  "forces_ev_per_a": [[0.66, 0.28, -0.64], [-1.01, -0.08, -0.25], [0.90, -0.19, 0.09], [-0.43, -1.46, -0.15], [0.73, 1.23, -1.93], [0.40, -0.42, 2.37], [-1.18, -0.43, -1.12], [-0.06, -0.11, 0.33], [-0.30, 0.05, 0.28], [0.04, -0.12, 0.27], [0.06, 0.02, 0.17], [0.26, 0.30, -0.13], [-0.29, 0.04, 0.20], [-0.26, -0.06, -0.13], [-0.16, 0.65, 0.32], [-0.04, -0.07, 0.05], [0.79, 0.51, 0.66], [-0.11, -0.13, -0.39]],
  "nbo_charge": [-0.609, -0.384, -0.444, -0.166, -0.054, -0.427, -0.033, 0.213, 0.201, 0.207, 0.203, 0.196, 0.212, 0.217, 0.211, 0.150, 0.145, 0.162]
}

---

{
  "formula": "C4H8NO2S",
  "method": "the ωB97M-V functional and the def2-TZVPD basis",
  "total_charge": -1,
  "de_lowest_kcal_mol": 55.9,
  "e_homo_ha": -0.1405,
  "homo_lumo_gap_ev": 6.87,
  "species": ["O", "C", "N", "C", "O", "C", "C", "S", "H", "H", "H", "H", "H", "H", "H", "H"],
  "positions_angstrom": [[0.30172, 0.65110, 1.21729], [-0.08016, -0.18618, 0.29764], [-0.36192, -1.54125, 0.34433], [0.07653, -2.46747, 2.91155], [0.49151, -1.54075, 3.57321], [-0.16424, 0.41432, -1.17895], [-0.07445, 1.99579, -1.12196], [-0.14579, 2.75137, -2.86208], [-0.72318, -1.67750, -0.58770], [0.72402, -3.07679, 2.28216], [-0.90825, -2.99524, 3.08863], [0.68821, 0.13199, -1.79695], [-1.06296, 0.11398, -1.76026], [-0.84027, 2.43913, -0.48199], [0.90996, 2.34116, -0.72856], [1.16928, 2.64634, -3.19637]],
  "forces_ev_per_a": [[-1.07, -2.56, -2.36], [0.47, -0.29, 0.77], [0.55, 3.33, 0.72], [0.31, -0.42, 1.28], [-0.70, -0.74, -0.53], [-0.06, 1.94, 0.55], [0.97, -0.72, -0.62], [0.09, -0.19, 0.65], [-0.09, -0.69, -0.28], [0.29, 0.24, -0.54], [0.17, 0.96, -0.21], [0.14, -0.42, 0.19], [0.34, 0.14, 0.57], [-0.02, 0.01, -0.40], [-0.87, -0.52, -0.10], [-0.51, -0.07, 0.33]],
  "nbo_charge": [-0.759, 0.606, -0.931, 0.319, -0.539, -0.526, -0.450, -0.157, 0.303, 0.105, 0.077, 0.196, 0.193, 0.223, 0.225, 0.114]
}

---

{
  "formula": "C4H8N2",
  "method": "the ωB97M-V functional and the def2-TZVPD basis",
  "de_lowest_kcal_mol": 55.8,
  "e_homo_ha": [-0.3173, -0.3173],
  "homo_lumo_gap_ev": [8.66, 8.66],
  "species": ["C", "C", "C", "C", "N", "N", "H", "H", "H", "H", "H", "H", "H", "H"],
  "positions_angstrom": [[-1.99851, 0.94329, 0.17487], [1.84113, -0.37117, 0.64502], [-0.89161, 0.08948, -0.35335], [1.20125, -0.17515, -0.69283], [0.17408, 0.62874, -0.93888], [-0.89126, -1.23112, -0.17036], [-0.51943, -1.72967, -0.97662], [1.87123, -0.36911, -1.53595], [-2.82394, 0.95931, -0.53760], [-1.66849, 1.96539, 0.35275], [-2.36485, 0.52772, 1.11409], [1.13171, -0.23301, 1.45796], [2.28754, -1.36339, 0.71235], [2.65114, 0.35869, 0.74856]],
  "forces_ev_per_a": [[0.02, 0.15, 0.26], [-0.61, -0.74, 0.17], [-0.07, -1.23, 1.45], [0.40, 2.13, -0.60], [1.15, -1.34, -1.11], [-1.72, 0.70, -0.19], [0.66, 0.29, 0.32], [0.21, 0.18, 0.03], [-0.01, -0.03, 0.03], [0.00, 0.00, -0.09], [-0.03, -0.11, -0.13], [0.04, -0.02, 0.00], [0.03, 0.01, 0.10], [-0.07, 0.01, -0.24]],
  "nbo_charge": [-0.674, -0.686, 0.433, 0.275, -0.508, -0.751, 0.342, 0.167, 0.237, 0.219, 0.242, 0.235, 0.232, 0.236]
}

---

{
  "formula": "CHN4O2",
  "method": "the ωB97M-V functional and the def2-TZVPD basis",
  "total_charge": -1,
  "de_lowest_kcal_mol": 131.3,
  "e_homo_ha": -0.1162,
  "homo_lumo_gap_ev": 7.08,
  "species": ["C", "N", "N", "N", "N", "O", "O", "H"],
  "positions_angstrom": [[0.37594, 0.94383, -1.54562], [0.75326, 0.19699, -0.73660], [-0.33999, -0.80478, 1.31677], [-1.54526, -0.46520, 1.18314], [0.63319, -0.82554, 0.57372], [0.02554, 1.77562, -2.28044], [1.74346, -1.28057, 0.91433], [-1.64614, 0.45964, 0.57471]],
  "forces_ev_per_a": [[-0.64, 0.08, 1.03], [0.98, -1.59, 1.51], [-1.44, -0.70, 0.28], [-1.26, 3.12, -0.92], [1.30, -1.03, 0.21], [-0.71, 1.81, -2.32], [1.26, 0.36, -0.57], [0.51, -2.04, 0.77]],
  "nbo_charge": [0.757, -0.585, 0.026, -0.618, 0.343, -0.634, -0.551, 0.263]
}

---

{
  "formula": "C11H19AuCl3GeN4O5S",
  "method": "the ωB97M-V functional and the def2-TZVPD basis",
  "total_charge": 2,
  "e_homo_ha": [-0.5614, -0.5615],
  "homo_lumo_gap_ev": [4.32, 4.36],
  "spin_multiplicity": 2,
  "species": ["Au", "N", "C", "O", "C", "C", "H", "H", "H", "H", "H", "H", "C", "C", "S", "O", "O", "C", "C", "N", "C", "N", "C", "C", "N", "O", "O", "C", "H", "H", "H", "H", "H", "H", "H", "H", "H", "H", "H", "H", "H", "Cl", "Ge", "Cl", "Cl"],
  "positions_angstrom": [[-2.72318, 1.08800, -0.92506], [-6.44626, -0.97293, -1.41486], [-5.40288, -0.16941, -1.35403], [-4.35357, -0.50323, -0.74959], [-5.45529, 1.16105, -2.04541], [-4.55147, 2.14560, -1.33419], [-6.40864, -1.88820, -0.98985], [-7.30008, -0.71052, -1.88005], [-6.47210, 1.56370, -2.09365], [-5.12271, 1.00604, -3.07623], [-4.90175, 2.39569, -0.33187], [-4.37913, 3.04859, -1.91308], [5.23126, -0.54920, 3.23742], [4.87720, -0.82088, 1.79536], [3.07304, -1.15963, 1.72793], [2.34008, 0.07258, 1.92357], [2.79238, -2.25663, 2.60544], [2.62286, -1.77083, 0.05163], [2.52955, -0.80454, -1.14129], [1.45929, 0.20436, -1.01710], [0.15762, -0.07611, -1.18668], [-0.58263, 1.00686, -0.92367], [0.26132, 2.02000, -0.58713], [1.53088, 1.54633, -0.64650], [2.70697, 2.32497, -0.37622], [2.51759, 3.47156, -0.05701], [3.79122, 1.79783, -0.53213], [-0.38090, -1.37101, -1.66840], [6.29671, -0.31879, 3.29293], [5.06084, -1.41594, 3.87285], [4.69230, 0.31262, 3.62816], [5.35444, -1.71592, 1.39777], [5.00890, 0.03874, 1.15086], [1.64058, -2.18275, 0.28344], [3.32678, -2.57647, -0.14750], [2.29308, -1.41134, -2.01661], [3.45944, -0.28681, -1.33569], [-0.07197, 3.01279, -0.34144], [-0.37314, -1.40126, -2.76079], [-1.41352, -1.48171, -1.34157], [0.19448, -2.21935, -1.30563], [-0.63314, 1.63563, 2.57172], [-2.11824, 0.11476, 2.20729], [-0.96605, -1.64397, 1.70697], [-3.16214, -0.26025, 4.03993]],
  "forces_ev_per_a": [[0.43, -0.07, 0.20], [0.11, -0.14, 0.13], [-0.35, 0.11, -0.18], [0.24, 0.12, 0.14], [0.09, 0.09, 0.04], [-0.49, -0.18, 0.19], [0.03, 0.00, 0.01], [0.03, 0.07, -0.05], [0.00, -0.05, -0.06], [-0.06, -0.05, -0.01], [0.11, -0.02, 0.05], [0.39, -0.05, 0.02], [0.43, 0.13, 0.30], [-1.40, -0.36, -0.27], [0.65, 0.25, -0.39], [-0.16, 0.34, -0.22], [-0.18, -0.36, 0.01], [0.21, 0.66, 0.62], [0.20, -0.31, 0.23], [0.00, 0.28, 0.19], [0.18, 0.02, 0.02], [-0.67, -0.37, 0.08], [0.43, 0.28, -0.01], [-0.67, -0.38, 0.05], [0.56, -0.01, -0.21], [-0.19, 0.05, 0.16], [-0.09, -0.23, 0.07], [-0.03, -0.03, -0.11], [-0.05, 0.02, -0.04], [-0.13, 0.02, -0.06], [-0.05, -0.05, 0.01], [0.09, 0.06, -0.05], [0.24, 0.16, -0.20], [0.06, -0.26, -0.05], [-0.11, -0.10, -0.21], [0.04, 0.13, -0.04], [0.05, 0.07, 0.03], [0.06, 0.02, 0.00], [0.05, 0.01, 0.01], [-0.01, -0.05, 0.01], [-0.06, 0.00, 0.01], [-1.34, -0.60, -0.56], [2.52, -0.57, 1.85], [-1.16, 0.96, -0.13], [-0.01, 0.38, -1.57]],
  "nbo_charge": [0.857, -0.727, 0.697, -0.681, -0.558, -0.493, 0.432, 0.432, 0.269, 0.270, 0.225, 0.245, -0.633, -0.607, 2.142, -0.996, -0.931, -0.660, -0.236, -0.295, 0.447, -0.616, -0.023, 0.186, 0.531, -0.314, -0.365, -0.682, 0.247, 0.243, 0.232, 0.243, 0.245, 0.230, 0.270, 0.236, 0.277, 0.265, 0.270, 0.244, 0.253, -0.178, 1.376, -0.217, -0.153]
}

---

{
  "formula": "C12H29Cl2OPPr",
  "method": "the ωB97M-V functional and the def2-TZVPD basis",
  "total_charge": -1,
  "e_homo_ha": [-0.0917, -0.0910],
  "homo_lumo_gap_ev": [4.21, 4.22],
  "spin_multiplicity": 3,
  "species": ["Pr", "Cl", "Cl", "H", "H", "P", "C", "C", "C", "C", "H", "C", "H", "H", "H", "H", "H", "H", "H", "C", "C", "H", "H", "H", "H", "H", "H", "C", "H", "C", "H", "H", "H", "H", "H", "H", "C", "C", "C", "O", "H", "H", "H", "H", "H", "H"],
  "positions_angstrom": [[-0.21672, -0.04730, 1.10025], [-1.49961, 1.85511, -0.09830], [0.80801, -2.24220, 0.18504], [-1.95704, -1.02055, 0.77910], [1.24039, 0.72687, -0.19290], [-0.06448, 0.16529, -3.31886], [0.22630, 1.92021, -3.70026], [1.15489, -1.03589, -3.99474], [-1.83827, -0.24294, -3.33753], [1.18746, 2.63687, -2.71682], [-0.76609, 2.39850, -3.59040], [0.68101, 1.98061, -5.14997], [1.67427, 1.51757, -5.28150], [0.73604, 3.03382, -5.46727], [-0.02784, 1.45747, -5.80426], [0.73170, 2.73804, -1.73640], [1.41935, 3.63200, -3.10962], [2.12162, 2.07854, -2.59043], [-2.31503, 0.58732, -2.78512], [-2.23136, -1.54671, -2.58060], [-2.21934, -0.22209, -4.80571], [-2.16260, 0.79932, -5.20212], [-3.24486, -0.58789, -4.92499], [-1.54492, -0.85570, -5.40375], [-1.52603, -1.80606, -1.77489], [-2.33714, -2.38439, -3.27795], [-3.20464, -1.38100, -2.09527], [2.54597, -0.74867, -3.40299], [1.13455, -0.82529, -5.07974], [0.74922, -2.49851, -3.71419], [2.93939, 0.23308, -3.70289], [3.26654, -1.50798, -3.74563], [2.52193, -0.78106, -2.29457], [0.73611, -2.69984, -2.63557], [1.47826, -3.16406, -4.17820], [-0.23754, -2.73437, -4.12359], [1.07806, -0.68753, 5.13380], [0.06696, 0.18743, 4.50813], [-1.10931, 0.72279, 5.22007], [0.23155, 0.51291, 3.28816], [0.94699, -0.71730, 6.22525], [2.09205, -0.32414, 4.87970], [1.00170, -1.71593, 4.72280], [-1.26113, 1.78647, 4.95008], [-2.02821, 0.18375, 4.91081], [-0.97955, 0.62331, 6.30842]],
  "forces_ev_per_a": [[0.61, 0.40, -1.89], [-0.64, 0.94, -0.12], [0.49, -1.04, 0.07], [-0.86, -0.51, 0.16], [0.35, 0.10, 0.23], [0.76, -0.51, 5.01], [-0.04, -0.07, -0.48], [-0.42, 0.34, -1.10], [0.28, -0.19, -0.56], [-0.16, -0.39, -0.51], [0.29, -0.25, -0.15], [0.16, 0.88, -0.40], [-0.32, 0.20, 0.04], [0.22, -0.17, -0.23], [0.18, 0.13, 0.06], [-0.04, -0.16, 0.07], [0.03, 0.07, -0.04], [-0.18, 0.10, -0.02], [0.38, -0.16, -0.30], [0.01, 0.46, -0.04], [-1.08, -0.25, -0.27], [-0.04, -0.19, 0.00], [-0.18, 0.03, -0.39], [-0.28, 0.08, 0.17], [-0.21, 0.13, -0.37], [0.11, 0.01, 0.10], [0.22, -0.12, -0.16], [0.05, 0.03, 0.28], [0.61, -0.66, -0.03], [-0.14, 0.49, 0.04], [-0.16, -0.20, 0.07], [-0.18, 0.11, -0.04], [-0.18, 0.06, -0.54], [-0.03, 0.15, -0.18], [0.07, -0.04, -0.05], [0.12, 0.02, 0.04], [0.57, -0.53, 0.62], [0.56, 1.09, -3.85], [-0.66, 0.40, 0.72], [-0.26, -0.66, 4.34], [0.16, -0.13, -0.36], [-0.54, -0.15, 0.08], [-0.06, 0.54, 0.16], [0.12, -0.60, 0.07], [0.52, 0.16, 0.10], [-0.22, 0.06, -0.36]],
  "lowdin_spin": [2.037, -0.009, -0.007, -0.013, -0.012, -0.001, 0.000, 0.000, 0.000, -0.001, 0.000, 0.000, 0.000, 0.000, 0.000, -0.001, 0.000, 0.000, 0.000, 0.000, 0.000, 0.000, 0.000, 0.000, 0.000, 0.000, 0.000, 0.000, 0.000, 0.000, 0.000, 0.000, 0.000, 0.000, 0.000, 0.000, 0.001, 0.008, 0.002, -0.005, 0.000, 0.000, 0.001, 0.000, 0.001, 0.000]
}

---

{
  "formula": "C4H19N8O7Y",
  "method": "the ωB97M-V functional and the def2-TZVPD basis",
  "de_lowest_kcal_mol": 54.8,
  "e_homo_ha": -0.2557,
  "homo_lumo_gap_ev": 7.37,
  "species": ["Y", "O", "H", "O", "H", "O", "H", "C", "O", "N", "N", "H", "H", "H", "H", "C", "O", "N", "N", "H", "H", "H", "H", "C", "O", "N", "N", "H", "H", "H", "H", "C", "O", "N", "N", "H", "H", "H", "H"],
  "positions_angstrom": [[0.72171, 0.36296, -0.57509], [2.38898, 0.87466, -1.95788], [2.43938, 1.55322, -2.65898], [0.45470, 2.48657, 0.03207], [1.33738, 2.89767, 0.11212], [0.49714, -1.83529, -0.84232], [0.32017, -2.79590, -0.82122], [-1.56072, 0.86359, -3.26467], [-0.61170, 0.68425, -2.50031], [-1.66028, 1.85158, -4.09153], [-2.63600, 0.11173, -3.30839], [-0.97506, 2.58309, -3.96712], [-2.44689, 1.92073, -4.72125], [-2.53739, -0.74884, -2.78898], [-3.29832, 0.17421, -4.06834], [-2.68598, 0.99244, 0.25449], [-1.55055, 0.53594, 0.16553], [-3.79785, 0.42756, -0.01881], [-2.73667, 2.20267, 0.72138], [-4.64892, 0.94344, 0.15340], [-3.94116, -0.51117, -0.36282], [-1.82870, 2.58999, 0.93509], [-3.59190, 2.73591, 0.65563], [0.11792, -1.02796, 2.46919], [0.42949, -0.00289, 1.80778], [-0.41795, -1.07741, 3.65337], [0.32159, -2.21503, 2.13705], [-0.68595, -0.20581, 4.08763], [-0.62005, -1.97410, 4.07194], [0.71644, -2.33600, 1.21534], [-0.16425, -2.88885, 2.71153], [3.69784, -1.08916, 1.02279], [2.69689, -0.71102, 0.41184], [4.86921, -0.64609, 0.80627], [3.64490, -1.84301, 2.05463], [5.62815, -0.66294, 1.47247], [4.93021, 0.01789, 0.04764], [4.45530, -2.08017, 2.60879], [2.72883, -2.15854, 2.33986]],
  "forces_ev_per_a": [[0.98, -0.16, -0.61], [-0.25, 0.52, -0.21], [-0.17, -0.65, 0.74], [0.62, 0.08, 0.21], [-0.75, -0.11, -0.16], [-0.59, -1.02, 0.47], [0.14, 1.11, -0.31], [1.58, -0.69, 1.89], [-0.55, 0.12, -0.54], [0.86, 3.42, -2.16], [-2.02, -2.99, 0.84], [-0.24, 0.06, -0.48], [0.48, 0.43, 0.22], [-0.30, -0.09, -0.26], [0.22, -0.23, 0.33], [4.81, 0.43, 0.42], [-0.22, -2.21, -0.75], [-5.03, -2.48, -1.22], [-1.22, 3.24, 1.21], [0.17, -0.25, -0.04], [0.65, 0.30, 0.11], [0.15, 0.49, -0.23], [0.53, 0.28, 0.25], [0.78, 5.52, -1.40], [-0.58, -1.23, 1.79], [-2.22, 2.68, 4.34], [1.91, -6.05, -3.07], [-0.11, -0.40, 0.19], [-0.08, 0.86, 0.32], [-0.28, -0.62, -0.86], [0.62, -0.61, -1.20], [-3.80, 1.93, -1.21], [0.24, -0.46, -0.10], [5.32, 2.74, -2.48], [-1.33, -3.78, 4.26], [-0.34, -0.14, -0.25], [0.16, 0.01, 0.04], [-0.39, -0.05, -0.23], [0.26, -0.03, 0.16]],
  "nbo_charge": [2.084, -1.239, 0.446, -1.251, 0.447, -1.251, 0.448, 0.790, -0.669, -0.806, -0.825, 0.423, 0.385, 0.413, 0.383, 0.771, -0.694, -0.800, -0.818, 0.382, 0.410, 0.462, 0.369, 0.774, -0.687, -0.817, -0.820, 0.407, 0.376, 0.460, 0.371, 0.771, -0.678, -0.807, -0.811, 0.383, 0.425, 0.383, 0.409]
}

---

{
  "formula": "C4H8OTl",
  "method": "the ωB97M-V functional and the def2-TZVPD basis",
  "total_charge": 1,
  "de_lowest_kcal_mol": 53.4,
  "e_homo_ha": -0.4850,
  "homo_lumo_gap_ev": 9.41,
  "species": ["H", "C", "C", "C", "C", "O", "Tl", "H", "H", "H", "H", "H", "H", "H"],
  "positions_angstrom": [[0.73687, -1.37796, -0.00965], [-0.17838, -1.08695, -0.88430], [-0.77960, 0.26572, -1.43604], [0.13664, 0.61689, -0.39198], [-0.01805, 0.87184, 1.07529], [0.71871, -0.06729, 1.75716], [2.19321, -0.51146, 3.47711], [-0.10672, -1.82502, -1.68489], [-0.78169, -1.17903, 0.02479], [-1.83715, 0.37965, -1.19057], [-0.49001, 0.46987, -2.46641], [1.18575, 0.68028, -0.70632], [-1.10313, 0.82936, 1.29972], [0.32354, 1.93410, 1.13611]],
  "forces_ev_per_a": [[-1.33, 1.85, -2.54], [0.66, -1.54, 4.27], [0.39, 1.63, 0.74], [2.29, 0.19, -2.01], [-0.82, -0.79, -0.41], [0.43, 0.20, 0.33], [-0.27, 0.13, -0.21], [0.01, 0.16, 0.35], [-1.31, -1.81, -0.95], [0.23, -0.31, -0.28], [-0.03, -0.14, 0.26], [-0.37, 0.62, -0.04], [0.27, 0.18, 0.27], [-0.15, -0.36, 0.23]],
  "nbo_charge": [0.416, -0.720, -0.360, 0.111, -0.104, -1.023, 0.939, 0.325, 0.274, 0.260, 0.269, 0.230, 0.168, 0.215]
}

---

Number 1: E_tot -7888.532 eV. Number 2: E_tot -20697.629 eV. Number 3: E_tot -7255.457 eV. Number 4: E_tot -11104.057 eV. Number 5: E_tot -136505.352 eV. Number 6: E_tot -63364.712 eV. Number 7: E_tot -31758.774 eV. Number 8: E_tot -11008.371 eV.